Entry 1:
The following is a DFT calculation (ωB97M-V/def2-TZVPD) of C12H29GaNO2S2 as an isolated structure.

Element x y z (Å)
Ga 0.74 0.10 -0.27
S -0.39 2.29 -0.09
S -0.56 -2.03 0.06
C -2.27 2.19 0.11
C -0.28 2.43 -1.96
C -0.72 1.24 -2.74
N 0.10 0.01 -2.45
C -0.65 -1.28 -2.68
C -0.25 -2.39 -1.74
H 0.78 2.67 -2.14
H -0.91 3.27 -2.26
H -0.67 1.45 -3.82
H -1.76 0.98 -2.54
H -0.46 -1.61 -3.72
H -1.71 -1.05 -2.62
H 0.83 -2.59 -1.79
H -0.84 -3.28 -1.98
C -2.44 -1.94 -0.06
H 0.98 0.03 -3.00
H -2.71 -0.97 -0.47
H -2.83 -2.07 0.96
H -2.78 -2.78 -0.67
H -2.46 2.38 1.17
H -2.59 1.19 -0.19
H -2.71 2.99 -0.49
C 2.93 0.33 -1.17
C 3.63 0.53 -0.02
H 2.53 1.14 -1.82
H 2.86 -0.68 -1.61
H 3.39 1.41 0.62
H 4.43 -0.15 0.34
C -2.11 -0.17 2.48
O -0.79 0.14 2.02
C 0.09 0.21 3.15
C 1.45 0.59 2.73
O 1.79 0.02 1.46
C 2.42 -1.29 1.48
H -2.86 0.17 1.73
H -2.27 0.40 3.41
H -2.19 -1.26 2.72
H 0.10 -0.77 3.61
H -0.26 0.97 3.87
H 1.56 1.66 2.58
H 2.20 0.23 3.42
H 3.36 -1.12 2.06
H 1.72 -2.06 1.91
H 2.59 -1.51 0.40

spin multiplicity	1
LUMO	-11.7	eV
total charge	+3
Kohn-Sham gap	8.35	eV
highest occupied orbital energy	-20.021	eV

Entry 2:
The following is a DFT calculation (ωB97M-V/def2-TZVPD) of C3H6AlNO4S as an isolated structure.

Element x y z (Å)
O 1.50 -0.98 -0.36
C 1.94 -0.61 0.89
C 0.80 -0.24 1.84
O 0.07 0.88 1.33
C -0.97 0.63 0.52
Al 0.21 -0.24 -1.17
H 2.64 0.24 0.86
H 2.48 -1.44 1.39
H 1.19 0.07 2.82
H 0.11 -1.09 1.97
H -1.50 1.53 0.20
H -1.54 -0.29 0.72
N -0.27 0.66 -2.66
S -1.70 0.36 -2.84
O -2.65 1.18 -3.58
O -2.30 -0.66 -1.95

spin multiplicity	2
LUMO (spin up / spin down)	-5.3 / -7.1	eV
total charge	+1
Kohn-Sham gap (spin up / spin down)	9.10 / 8.67	eV
highest occupied orbital energy (spin up / spin down)	-14.407 / -15.803	eV